Arrangement one

Molecular formula: C4H7N3O3
Method: DFT, ωB97M-V with the def2-TZVPD basis set

Structure (XYZ):
```
17
Properties=species:S:1:pos:R:3:lowdin_charge:R:1
C 0.229 -0.655 -0.024 0.0508
C -2.690 0.652 -0.137 -0.1558
C 2.520 0.118 -0.825 -0.0472
C 1.378 0.191 0.209 -0.3708
N -1.904 1.543 -0.015 -0.0951
N -0.354 -1.622 0.322 -0.0822
N -3.448 -0.325 0.285 0.1062
O -1.199 -2.493 0.386 -0.0080
O -1.152 2.414 -0.465 -0.0808
O 1.968 0.039 1.559 -0.0324
H 3.022 -0.866 -0.697 0.0942
H 3.358 0.815 -0.716 0.0881
H 2.205 0.210 -1.827 0.0641
H 0.949 1.282 0.131 0.1547
H -3.481 -1.041 -0.448 0.1190
H -4.257 0.016 0.837 0.1328
H 2.856 -0.276 1.426 0.0625
```

**Total charge**: 0
**Multiplicity**: 1
**Gap between HOMO and LUMO**: 8.690 eV

=====

Arrangement two

Molecular formula: C4H7N3O3
Method: DFT, ωB97M-V with the def2-TZVPD basis set

Structure (XYZ):
```
17
Properties=species:S:1:pos:R:3:lowdin_charge:R:1
O 0.060 2.550 0.157 0.0759
C -0.402 1.428 0.094 -0.4905
C -1.832 1.039 -0.021 -0.1009
C -1.962 -0.470 0.256 -0.1241
C -0.551 -0.991 -0.141 -0.1337
N 0.277 0.238 -0.156 0.1105
N 1.975 0.044 -0.062 -0.2365
O 2.641 0.991 -0.320 0.0708
N 2.237 -1.128 0.128 0.0164
O 3.563 -1.441 0.090 -0.0085
H -2.363 1.808 0.641 0.1463
H -2.120 1.343 -1.138 0.1722
H -2.311 -0.554 1.204 0.0756
H -2.640 -1.013 -0.335 0.0956
H -0.364 -1.804 0.540 0.1088
H -0.416 -1.383 -1.071 0.0835
H 4.208 -0.659 0.133 0.1388
```

**Total charge**: 0
**Multiplicity**: 1
**Gap between HOMO and LUMO**: 10.285 eV

=====

Relative to the most stable one, in kcal/mol, the structures come out at arrangement one 21.8; arrangement two 0.0.